[1]
The following is a DFT calculation (the ωB97M-V functional and the def2-TZVPD basis) of a 2-piece molecular cluster, C2H8N2O3S overall at a distorted geometry.

Output
Electronic energy (a.u.): -814.244560
Gap between HOMO and LUMO (spin up / spin down) (eV): 6.3 / 9.3
HOMO energy (spin up / spin down) (eV): -8.156 / -9.215
LUMO energy (spin up / spin down) (eV): -1.8 / 0.1
Energy above the lowest of the compared OMol25 structures with the same formula, charge and spin (eV): 4.744

```
16
Properties=species:S:1:pos:R:3:forces:R:3:nbo_charge:R:1
C -0.50279 1.96866 0.14826 1.2 3.7 -3.0 -0.466
C 1.44529 0.79258 0.84848 0.6 -4.4 -0.9 -0.465
N -0.24635 -2.87618 -0.83559 1.8 -0.4 1.3 -1.057
N 0.03565 0.92134 0.88013 -0.6 -0.3 0.9 0.082
O -2.25943 -1.64537 -1.44819 -0.6 0.0 0.7 -0.892
O -0.21275 -0.33336 -1.44542 0.7 -0.6 0.5 -0.923
O -0.70366 0.10391 1.50663 0.4 -0.1 -0.8 -0.405
S -1.01848 -1.33828 -0.77111 -0.2 -1.0 -1.2 1.942
H -0.41862 1.78971 -0.98718 -0.4 0.0 1.7 0.249
H -1.47249 2.32804 0.40742 -0.9 -0.6 0.4 0.236
H 0.14383 2.92460 0.27353 -0.7 -1.5 0.1 0.197
H 1.64439 0.03964 1.64442 0.5 1.4 0.2 0.239
H 1.80278 0.11957 -0.04644 -0.8 1.6 0.9 0.220
H 1.88111 1.75281 0.78081 0.9 0.7 0.5 0.221
H 0.80603 -2.92034 -0.46493 -3.4 0.1 -0.7 0.407
H -0.92452 -3.62732 -0.49082 1.6 1.4 -0.4 0.416
```
Forces are in eV/Å.



[2]
The following is a DFT calculation (the ωB97M-V functional and the def2-TZVPD basis) of an isolated molecule of CH4FINP at a distorted geometry.

Output
Electronic energy (a.u.): -834.070336
Gap between HOMO and LUMO (spin up / spin down) (eV): 7.0 / 7.6
HOMO energy (spin up / spin down) (eV): -8.276 / -8.430
LUMO energy (spin up / spin down) (eV): -1.3 / -0.9
Energy above the lowest of the compared OMol25 structures with the same formula, charge and spin (eV): 3.844

```
9
Properties=species:S:1:pos:R:3:forces:R:3:nbo_charge:R:1
C -1.42919 0.66893 -0.13096 0.6 2.2 -0.9 -0.479
N -0.62635 0.58401 1.06825 0.8 3.7 -2.1 -0.552
F 3.11684 -2.42863 -0.52603 0.2 0.7 -0.7 -0.600
P 3.10142 -0.93906 -1.20607 -0.8 -0.5 1.7 0.685
I 1.76707 0.11510 0.65238 1.2 -0.2 -1.3 0.038
H -1.30309 1.66252 -0.68296 0.1 -1.2 0.9 0.193
H -1.48504 -0.08711 -0.91018 0.6 -0.6 0.3 0.194
H -2.37748 0.70119 0.32632 -1.9 0.2 0.1 0.217
H -0.76417 -0.27694 1.40926 -0.7 -4.3 1.9 0.305
```
Forces are in eV/Å.



Q: Number 2 is which compound?
A: CH4FINP



Q: electronic energy of number 1 (C2H8N2O3S)?
A: -814.244560 a.u.



Q: Look up the electronic energy of the second one.
A: -834.070336 a.u.